Entry 1:
{"formula": "C2HHgLiO3", "method": "ωB97M-V with the def2-TZVPD basis set", "de_lowest_kj_mol": 209.65, "e_tot_ev": -12607.414, "spin_multiplicity": 3, "homo_lumo_gap_ev": [5.39, 5.73], "charge": 0, "species": ["O", "C", "H", "O", "C", "O", "Hg", "Li"], "coordinates": [[-1.0982, 1.9659, -0.4637], [-1.3485, 0.7937, -0.3326], [-2.3894, 0.4215, -0.2948], [1.2876, 0.2758, -0.3377], [0.1698, -0.1299, -0.7397], [-0.5503, -0.6850, 0.2533], [1.9378, 2.5820, -0.7201], [1.2377, -1.0952, 1.1376]], "atomic_forces_ev_per_a": [[0.286, -0.431, 1.539], [-1.160, 1.701, -2.416], [0.751, -0.372, 0.174], [0.536, -0.436, -1.137], [0.636, -0.973, 1.526], [-1.072, -1.603, 1.175], [0.560, 1.360, -0.197], [-0.536, 0.754, -0.664]], "lowdin_spin": [0.29, 0.25, 0.01, 0.28, 0.75, 0.37, 0.02, 0.03]}

***

Entry 2:
{"formula": "C18H32BF7N4O5S3Sn", "method": "ωB97M-V with the def2-TZVPD basis set", "de_lowest_kj_mol": 63.57, "e_tot_ev": -93427.170, "homo_lumo_gap_ev": 8.42, "charge": 0, "species": ["Sn", "C", "C", "N", "C", "S", "N", "C", "C", "H", "H", "H", "H", "H", "H", "H", "H", "H", "H", "H", "H", "F", "C", "F", "F", "S", "O", "O", "O", "F", "B", "F", "F", "F", "C", "S", "C", "O", "H", "H", "H", "H", "H", "H", "C", "C", "N", "C", "C", "C", "O", "C", "C", "C", "C", "N", "C", "H", "H", "H", "H", "H", "H", "H", "H", "H", "H", "H", "H", "H", "H"], "coordinates": [[0.0828, -0.9823, -0.1511], [-0.9254, -6.5161, 3.7178], [0.0112, -5.5111, 3.0525], [-0.6963, -4.6384, 2.1190], [-0.6970, -4.6414, 0.7959], [-1.3706, -3.2733, -0.0435], [-0.3657, -5.6788, 0.0357], [0.2856, -6.9449, 0.3559], [0.1283, -7.8855, -0.8294], [-0.3478, -7.1822, 4.3599], [-1.4514, -7.1112, 2.9717], [-1.6660, -6.0043, 4.3319], [0.8294, -6.0024, 2.5365], [0.4577, -4.8624, 3.8065], [-0.9914, -3.7529, 2.4932], [-0.4166, -5.4704, -0.9497], [-0.1817, -7.3853, 1.2358], [1.3429, -6.7687, 0.5646], [-0.9273, -8.0207, -1.0669], [0.5578, -8.8588, -0.6000], [0.6357, -7.4822, -1.7070], [3.4737, -1.6710, 3.0784], [3.8027, -2.4223, 2.0232], [4.3252, -3.5605, 2.4826], [4.7535, -1.7772, 1.3320], [2.3117, -2.7700, 0.9548], [2.3425, -4.1948, 0.7796], [1.2040, -2.2769, 1.7637], [2.5023, -2.0087, -0.2681], [-1.4001, -0.4528, -2.2806], [-2.5075, 0.2564, -1.6934], [-2.1829, 0.3338, -0.2889], [-3.6688, -0.4511, -1.8807], [-2.5684, 1.5435, -2.2126], [3.7725, 1.7481, 2.3617], [2.5705, 1.6410, 1.0059], [3.7415, 1.2159, -0.3152], [1.7769, 0.3908, 1.2698], [4.5090, 2.5075, 2.1026], [4.2420, 0.7836, 2.5315], [3.2247, 2.0582, 3.2495], [4.7002, 1.7031, -0.1518], [3.2985, 1.5515, -1.2509], [3.8485, 0.1346, -0.3281], [-3.5728, 5.6776, -2.7725], [-3.1715, 4.7592, -1.6217], [-2.1763, 5.3564, -0.7378], [-2.5932, 6.5022, 0.0687], [-1.9675, 7.8073, -0.4157], [-0.9619, 4.8259, -0.4645], [-0.2470, 5.2388, 0.4419], [-0.4554, 3.7178, -1.3388], [-0.3242, 3.8547, -2.7134], [0.2632, 2.8319, -3.4385], [0.7072, 1.7128, -2.7591], [0.5907, 1.5736, -1.4388], [0.0295, 2.5608, -0.7500], [-4.2606, 5.1484, -3.4324], [-2.7034, 5.9825, -3.3571], [-4.0706, 6.5766, -2.4076], [-2.7923, 3.8155, -2.0041], [-4.0581, 4.5304, -1.0227], [-2.2817, 6.3221, 1.0976], [-3.6811, 6.5599, 0.0318], [-0.8822, 7.7229, -0.3828], [-2.2710, 8.6295, 0.2339], [-2.2736, 8.0385, -1.4362], [-0.6850, 4.7513, -3.2017], [0.3667, 2.8981, -4.5125], [1.1655, 0.8807, -3.2816], [-0.0597, 2.4150, 0.3214]], "atomic_forces_ev_per_a": [[0.211, 0.616, 0.098], [0.220, 0.112, -0.015], [-0.157, -0.162, 0.094], [0.344, 0.137, 0.141], [-0.439, 0.209, -0.402], [-0.315, -0.267, -0.062], [0.266, -0.077, -0.080], [-0.002, -0.132, 0.002], [-0.050, 0.126, 0.084], [-0.056, -0.027, 0.011], [-0.027, -0.032, 0.034], [-0.037, -0.020, -0.024], [0.032, 0.074, 0.053], [0.048, -0.002, -0.049], [-0.037, 0.101, 0.016], [-0.013, 0.093, 0.012], [0.017, 0.016, -0.038], [-0.006, -0.019, 0.029], [0.008, -0.033, -0.024], [0.040, 0.008, -0.016], [0.004, -0.040, -0.020], [0.054, -0.019, -0.145], [0.141, 0.100, 0.111], [-0.051, 0.099, -0.077], [-0.097, -0.029, 0.038], [0.400, -0.838, 0.423], [-0.020, -0.232, 0.067], [-0.343, 0.107, -0.136], [-0.188, 0.329, -0.270], [0.059, -0.125, 0.074], [-0.103, -0.006, -0.104], [0.124, -0.112, 0.114], [0.070, 0.071, 0.059], [0.021, -0.096, 0.001], [-0.319, 0.027, -0.162], [0.743, 0.121, 0.011], [-0.231, 0.113, 0.039], [-0.237, -0.005, 0.106], [-0.023, 0.018, 0.001], [0.015, -0.099, -0.097], [-0.014, -0.024, -0.014], [-0.032, 0.056, 0.016], [0.035, -0.026, 0.017], [0.010, -0.100, 0.106], [0.036, -0.115, 0.090], [-0.013, 0.071, -0.133], [-0.091, 0.085, 0.025], [0.220, 0.119, -0.038], [-0.065, -0.112, 0.061], [0.050, -0.013, 0.092], [-0.070, -0.027, -0.054], [0.139, 0.102, -0.140], [-0.058, -0.051, 0.154], [0.050, 0.030, -0.048], [-0.044, -0.054, 0.003], [0.067, -0.028, 0.040], [-0.145, -0.045, 0.011], [-0.030, 0.041, -0.002], [0.005, 0.004, -0.003], [-0.001, 0.028, -0.035], [-0.053, -0.022, 0.079], [0.029, -0.081, -0.006], [-0.091, -0.026, 0.020], [-0.011, -0.058, 0.014], [0.011, 0.038, 0.001], [0.019, 0.022, -0.023], [-0.002, 0.008, -0.008], [0.016, -0.010, -0.043], [0.031, -0.015, 0.004], [-0.037, 0.028, -0.067], [-0.028, 0.069, -0.015]], "lowdin_charge": [1.47, -0.08, -0.22, 0.03, -0.77, 0.60, 0.02, -0.23, -0.07, 0.08, 0.07, 0.08, 0.10, 0.13, 0.12, 0.12, 0.10, 0.11, 0.08, 0.08, 0.08, 0.13, -0.64, 0.13, 0.12, 0.43, -0.28, -0.43, -0.40, -0.01, -1.29, -0.01, 0.16, 0.14, -0.23, 0.88, -0.21, -0.67, 0.05, 0.05, 0.06, 0.06, 0.03, 0.04, -0.07, -0.20, -0.05, -0.20, -0.07, -0.42, 0.06, -0.11, 0.00, -0.03, -0.13, 0.00, -0.11, 0.08, 0.07, 0.07, 0.09, 0.13, 0.12, 0.12, 0.07, 0.07, 0.06, 0.12, 0.11, 0.12, 0.11]}